Arrangement a

19
Properties=species:S:1:pos:R:3:lowdin_charge:R:1 method="wB97M-V/def2-TZVPD" orbital_gap_ev=8.65 homo_energy_ev=-8.8 total_charge=0 lumo_energy_ev=-0.18 multiplicity=1
C -1.649 -1.144 -0.520 -0.08
C -0.909 -0.516 0.636 -0.32
C -0.396 0.828 0.609 -0.35
C -0.417 1.736 -0.590 -0.06
C 0.636 -0.312 0.772 -0.30
C 1.594 -0.761 -0.338 -0.66
H -2.631 -0.678 -0.563 0.07
H -1.790 -2.316 -0.479 0.11
H -1.059 -0.973 -1.443 0.06
H -1.393 -0.862 1.632 0.16
H -0.760 1.322 1.496 0.13
H -1.476 2.066 -0.769 0.10
H 0.070 1.093 -1.304 0.04
H 0.355 2.641 -0.436 0.12
H 1.056 -0.501 1.769 0.12
H 1.792 -1.838 -0.100 0.06
H 1.064 -0.919 -1.394 0.11
H 2.682 1.217 1.117 0.11
S 3.231 -0.084 -0.097 0.58


Arrangement b

19
Properties=species:S:1:pos:R:3:lowdin_charge:R:1 method="wB97M-V/def2-TZVPD" orbital_gap_ev=9.19 homo_energy_ev=-8.3 total_charge=0 lumo_energy_ev=0.87 multiplicity=1
C 0.821 1.310 2.044 -0.41
C 1.323 0.819 0.768 -0.49
C -0.857 0.784 -0.857 -0.11
C -0.404 -1.350 0.573 -0.06
C 1.058 -0.799 -1.540 -0.08
C 0.169 -0.259 -0.428 -0.43
S 1.099 2.607 0.766 0.79
H -0.176 1.113 2.192 0.04
H 1.480 1.200 2.855 0.06
H 2.319 0.522 0.523 0.07
H -0.380 1.519 -1.529 0.08
H -1.205 1.342 -0.096 0.01
H -1.692 0.229 -1.318 0.10
H 0.465 -1.942 0.968 0.09
H -1.096 -1.079 1.352 0.07
H -0.809 -2.152 0.007 0.05
H 1.509 0.122 -1.941 0.08
H 0.570 -1.288 -2.400 0.09
H 1.805 -1.530 -1.289 0.07


Name the most stable of them. arrangement b.


Arrangement a

10
Properties=species:S:1:pos:R:3:lowdin_charge:R:1 method="wB97M-V/def2-TZVPD" orbital_gap_ev=7.89 homo_energy_ev=-9.7 total_charge=0 lumo_energy_ev=-1.80 multiplicity=1
C -0.756 1.475 2.542 -0.11
C -0.347 0.822 1.637 -0.16
C -0.376 -0.423 -1.616 -0.31
P 0.800 -0.605 -0.171 -0.11
S 0.982 -2.518 0.184 0.16
I 2.756 0.719 -0.519 0.48
H -1.342 1.624 3.385 -0.02
H -0.084 -1.130 -2.318 0.01
H -1.266 -0.612 -1.170 -0.01
H -0.367 0.648 -1.954 0.07


Arrangement b

10
Properties=species:S:1:pos:R:3:lowdin_charge:R:1 method="wB97M-V/def2-TZVPD" orbital_gap_ev=7.36 homo_energy_ev=-8.8 total_charge=0 lumo_energy_ev=-1.39 multiplicity=1
C 2.033 -0.647 0.031 -0.44
C 1.193 0.200 0.623 -0.86
C -0.280 0.402 0.143 -0.18
P 3.969 -0.473 0.657 0.35
S 4.686 0.459 -0.900 0.07
I 1.757 1.320 2.355 0.78
H 1.664 -1.331 -0.695 0.05
H -0.544 1.479 -0.304 0.11
H -0.545 -0.272 -0.735 0.08
H -1.051 0.260 0.901 0.05


Name the most stable of them. arrangement b.


Arrangement a

21
Properties=species:S:1:pos:R:3:lowdin_charge:R:1 method="wB97M-V/def2-TZVPD" orbital_gap_ev=11.10 homo_energy_ev=-14.4 total_charge=+1 lumo_energy_ev=-3.28 multiplicity=1
C 0.435 1.659 0.231 -0.02
C 1.987 -0.086 1.112 -0.43
N 1.574 0.734 0.164 0.06
N 1.734 0.175 2.385 0.23
N 3.025 -0.922 0.787 0.19
H 1.713 0.418 -0.787 0.16
H 0.950 0.661 2.799 0.14
H 2.210 -0.413 3.057 0.14
H 2.974 -1.389 -0.116 0.13
H 3.189 -1.616 1.495 0.12
H 0.516 2.327 1.101 0.10
H -0.482 1.089 0.253 0.07
H 0.490 2.429 -0.525 0.10
C -2.524 -1.392 -1.339 -0.16
C -2.546 0.126 -1.573 -0.16
H -1.695 -1.783 -0.748 0.05
H -3.474 -1.750 -0.928 0.07
H -2.507 -1.812 -2.344 0.06
H -3.525 0.595 -1.582 0.07
H -1.915 0.661 -0.869 0.01
H -2.129 0.290 -2.572 0.07


Arrangement b

21
Properties=species:S:1:pos:R:3:lowdin_charge:R:1 method="wB97M-V/def2-TZVPD" orbital_gap_ev=10.41 homo_energy_ev=-13.4 total_charge=+1 lumo_energy_ev=-3.04 multiplicity=1
N -0.756 -1.300 -0.081 0.01
C -1.964 -1.834 -0.754 -0.31
N -2.825 -2.699 0.031 0.02
H -0.936 -1.023 0.865 0.10
H -0.043 -1.997 -0.023 0.11
H -2.540 -0.930 -1.009 0.12
H -1.583 -2.376 -1.617 0.12
H -2.185 -3.421 0.458 0.10
H -3.251 -2.167 0.769 0.06
C 2.722 1.926 1.366 -0.10
C 1.398 1.653 0.737 -0.15
C 1.243 1.372 -0.569 -0.12
N -0.065 0.974 -1.117 0.10
H 3.462 2.134 0.519 0.10
H 2.694 2.878 1.937 0.09
H 3.162 1.130 2.063 0.11
H 0.526 1.740 1.399 0.12
H 2.120 1.339 -1.216 0.12
H -0.773 1.715 -0.888 0.17
H 0.049 0.933 -2.152 0.16
H -0.457 -0.047 -0.716 0.06


Arrangement c

21
Properties=species:S:1:pos:R:3:lowdin_charge:R:1 method="wB97M-V/def2-TZVPD" orbital_gap_ev=9.86 homo_energy_ev=-12.9 total_charge=+1 lumo_energy_ev=-3.05 multiplicity=1
C 1.376 2.468 -1.595 -0.08
C 0.833 2.025 -0.268 -0.15
C -0.423 1.647 -0.049 -0.20
N -0.961 1.182 1.199 0.01
H 0.580 2.430 -2.330 0.08
H 1.864 3.422 -1.480 0.08
H 2.050 1.744 -2.012 0.07
H 1.615 1.951 0.519 0.12
H -1.137 1.499 -0.868 0.13
H -0.459 1.578 2.017 0.14
H -1.939 1.456 1.230 0.12
H -0.962 -0.284 1.145 0.11
N -0.664 -1.456 1.111 0.10
C -0.209 -1.996 -0.207 -0.29
N 0.116 -3.386 -0.334 0.05
H -1.528 -1.958 1.267 0.13
H -0.017 -1.665 1.879 0.15
H -1.012 -1.755 -0.920 0.13
H 0.641 -1.332 -0.447 0.13
H 0.902 -3.563 0.242 0.07
H -0.663 -4.005 -0.100 0.10


Name the most stable of them. arrangement a.


Arrangement a

21
Properties=species:S:1:pos:R:3:lowdin_charge:R:1 method="wB97M-V/def2-TZVPD" orbital_gap_ev=11.11 homo_energy_ev=-14.5 total_charge=+1 lumo_energy_ev=-3.43 multiplicity=1
C 2.631 -0.856 0.527 -0.12
C 2.662 0.796 0.332 -0.12
H 3.551 -1.394 0.197 0.08
H 2.321 -1.182 1.528 0.06
H 1.873 -1.114 -0.201 0.01
H 3.120 1.098 -0.625 0.07
H 1.703 1.188 0.563 0.01
H 3.317 1.174 1.142 0.07
C -1.067 -0.663 1.214 -0.08
C -1.721 0.249 -0.947 -0.41
N -0.690 -0.090 -0.122 0.03
N -2.887 -0.368 -0.950 0.19
N -1.528 1.424 -1.724 0.18
H 0.438 -0.161 -0.199 0.16
H -2.929 -1.404 -0.804 0.16
H -3.876 -0.032 -1.114 0.18
H -1.079 2.158 -1.206 0.11
H -2.154 1.774 -2.451 0.12
H -0.182 -0.582 1.867 0.08
H -1.454 -1.713 1.239 0.08
H -2.048 -0.301 1.733 0.12


Arrangement b

21
Properties=species:S:1:pos:R:3:lowdin_charge:R:1 method="wB97M-V/def2-TZVPD" orbital_gap_ev=11.18 homo_energy_ev=-14.6 total_charge=+1 lumo_energy_ev=-3.39 multiplicity=1
C 1.470 1.100 -1.580 -0.06
C -0.788 0.133 -1.270 -0.41
N 0.028 1.192 -1.540 0.02
N -2.115 0.366 -1.272 0.16
N -0.429 -1.218 -1.117 0.12
H -0.395 1.845 -2.138 0.13
H -2.450 1.325 -1.540 0.15
H -2.782 -0.381 -1.604 0.16
H 0.596 -1.730 -1.197 0.20
H -0.939 -1.831 -0.326 0.17
H 1.658 0.917 -2.712 0.12
H 1.873 0.334 -0.826 0.11
H 2.004 2.080 -1.535 0.10
C 0.577 -1.147 2.072 -0.19
C -0.057 0.154 2.670 -0.15
H 0.707 -2.020 2.840 0.11
H -0.106 -1.428 1.396 -0.06
H 1.650 -0.971 1.645 0.09
H -0.197 -0.070 3.759 0.09
H -0.882 0.324 1.893 0.06
H 0.578 1.026 2.382 0.06


Name the most stable of them. arrangement a.


Arrangement a

21
Properties=species:S:1:pos:R:3:lowdin_charge:R:1 method="wB97M-V/def2-TZVPD" orbital_gap_ev=9.74 homo_energy_ev=-12.9 total_charge=+1 lumo_energy_ev=-3.16 multiplicity=1
N -2.688 -0.760 -0.868 0.02
C -2.150 0.525 -0.475 -0.29
C -1.000 0.391 0.503 -0.20
N 0.004 -0.501 -0.125 -0.11
C 1.133 -1.011 0.629 -0.21
C 2.111 0.123 0.838 -0.10
N 2.199 0.739 -0.560 0.16
H -3.347 -1.076 -0.165 0.09
H -3.112 -0.696 -1.780 0.08
H -2.834 1.273 -0.051 0.12
H -1.828 1.107 -1.344 0.12
H -0.554 1.359 0.735 0.12
H -1.351 -0.132 1.403 0.13
H -0.540 -1.307 -0.406 0.11
H 1.592 -1.868 0.134 0.13
H 0.894 -1.478 1.590 0.13
H 3.119 -0.125 1.141 0.13
H 1.745 0.962 1.421 0.13
H 2.784 0.197 -1.189 0.16
H 1.206 0.606 -0.896 0.13
H 2.616 1.672 -0.534 0.17


Arrangement b

21
Properties=species:S:1:pos:R:3:lowdin_charge:R:1 method="wB97M-V/def2-TZVPD" orbital_gap_ev=11.14 homo_energy_ev=-13.8 total_charge=+1 lumo_energy_ev=-2.67 multiplicity=1
N -2.246 0.916 0.497 -0.01
C -2.388 -0.556 0.486 -0.20
C -1.174 -1.189 -0.242 -0.10
N 0.014 -0.366 0.055 0.01
C 1.067 -0.158 -0.993 -0.12
C 2.141 0.772 -0.465 -0.26
N 2.863 0.214 0.664 0.02
H -2.266 1.311 1.429 0.09
H -2.990 1.378 -0.009 0.09
H -2.600 -0.886 1.501 0.12
H -3.285 -0.729 -0.105 0.12
H -0.969 -2.193 0.116 0.14
H -1.461 -1.149 -1.288 0.13
H -0.266 0.581 0.267 0.12
H 0.434 -0.754 0.902 0.18
H 0.571 0.269 -1.860 0.14
H 1.434 -1.143 -1.285 0.14
H 2.733 1.149 -1.302 0.13
H 1.589 1.662 -0.131 0.12
H 3.001 0.952 1.340 0.08
H 3.799 -0.082 0.424 0.08


Name the most stable of them. arrangement b.


Arrangement a

58
Properties=species:S:1:pos:R:3:lowdin_charge:R:1 method="wB97M-V/def2-TZVPD" orbital_gap_ev=8.09 homo_energy_ev=-7.7 total_charge=0 lumo_energy_ev=0.35 multiplicity=1
C -0.727 -2.061 2.399 -0.10
C -1.536 -0.811 2.074 -0.24
C -2.331 -1.007 0.786 -0.21
N -3.287 0.052 0.488 -0.16
C -4.042 -0.290 -0.713 -0.22
C -5.271 0.589 -0.937 -0.24
C -6.229 0.531 0.247 -0.11
C -2.782 1.408 0.515 -0.17
C -1.852 1.868 -0.631 -0.14
N -0.571 1.208 -0.621 0.07
C -0.229 0.265 -1.529 -0.47
O -0.923 -0.022 -2.487 0.07
C 1.028 -0.460 -1.195 -0.07
C 1.023 -1.812 -1.356 -0.01
N 2.047 -2.620 -0.979 -0.04
C 1.914 -4.046 -1.191 -0.01
C 3.213 -2.157 -0.381 -0.35
O 4.088 -2.941 -0.025 0.03
C 3.251 -0.724 -0.258 -0.05
C 2.209 0.121 -0.656 -0.04
C 2.668 1.458 -0.443 -0.09
C 2.153 2.730 -0.706 -0.03
C 2.911 3.831 -0.379 -0.09
C 4.175 3.699 0.202 -0.09
C 4.722 2.461 0.449 -0.01
C 3.968 1.339 0.115 -0.16
N 4.297 0.019 0.222 -0.03
C 5.551 -0.478 0.719 -0.01
H -1.381 -2.921 2.527 0.07
H -0.027 -2.278 1.594 0.06
H -0.160 -1.921 3.316 0.07
H -0.845 0.029 1.980 0.09
H -2.229 -0.593 2.889 0.12
H -1.634 -1.184 -0.048 0.10
H -2.925 -1.921 0.902 0.12
H -4.388 -1.319 -0.579 0.12
H -3.405 -0.275 -1.613 0.11
H -4.975 1.622 -1.126 0.09
H -5.777 0.229 -1.835 0.11
H -5.717 0.824 1.159 0.06
H -7.076 1.195 0.088 0.07
H -6.604 -0.481 0.379 0.07
H -2.268 1.556 1.467 0.11
H -3.646 2.077 0.514 0.11
H -1.701 2.949 -0.537 0.12
H -2.305 1.657 -1.601 0.11
H 0.013 1.332 0.191 0.13
H 0.165 -2.305 -1.789 0.14
H 1.792 -4.261 -2.252 0.10
H 2.825 -4.518 -0.824 0.09
H 1.056 -4.435 -0.642 0.10
H 1.192 2.848 -1.180 0.10
H 2.527 4.820 -0.579 0.10
H 4.736 4.589 0.448 0.10
H 5.707 2.361 0.878 0.11
H 5.537 -1.564 0.670 0.08
H 5.699 -0.163 1.755 0.10
H 6.376 -0.097 0.113 0.10


Arrangement b

58
Properties=species:S:1:pos:R:3:lowdin_charge:R:1 method="wB97M-V/def2-TZVPD" orbital_gap_ev=9.12 homo_energy_ev=-8.4 total_charge=0 lumo_energy_ev=0.70 multiplicity=1
C 0.228 3.325 0.085 -0.05
C 0.490 1.822 -0.047 -0.53
C 0.248 1.409 -1.501 -0.03
C 1.953 1.528 0.339 -0.08
C 2.133 0.059 0.461 -0.15
C 1.115 -0.840 0.700 -0.12
C 1.727 -2.104 0.634 -0.07
N 3.009 -1.988 0.370 0.09
N 3.264 -0.673 0.274 -0.05
C 4.568 -0.251 -0.011 -0.18
C 5.069 0.955 0.464 -0.02
C 6.365 1.329 0.151 -0.08
C 7.168 0.505 -0.617 -0.10
C 6.676 -0.710 -1.067 -0.08
C 5.382 -1.089 -0.769 -0.02
C -0.307 -0.455 0.927 -0.23
N -1.168 -1.088 -0.056 0.12
C -2.330 -1.683 0.274 -0.50
O -2.690 -1.864 1.421 0.05
C -3.151 -2.166 -0.914 -0.07
C -4.543 -1.536 -0.866 -0.17
N -4.451 -0.119 -1.178 -0.14
C -5.724 0.539 -1.415 -0.17
C -6.554 0.734 -0.140 -0.18
C -5.703 1.504 0.868 -0.17
C -4.361 0.792 1.032 -0.20
O -3.707 0.604 -0.217 -0.13
C -0.453 1.079 0.914 -0.07
H 0.919 3.891 -0.536 0.08
H -0.786 3.558 -0.229 0.09
H 0.349 3.651 1.116 0.08
H 0.618 0.404 -1.689 0.08
H -0.814 1.451 -1.734 0.09
H 0.772 2.086 -2.175 0.09
H 2.630 1.940 -0.414 0.13
H 2.171 2.017 1.294 0.13
H 1.281 -3.069 0.767 0.11
H 4.467 1.588 1.094 0.10
H 6.750 2.268 0.521 0.10
H 8.178 0.803 -0.856 0.10
H 7.302 -1.363 -1.656 0.10
H 4.981 -2.033 -1.103 0.10
H -0.662 -0.840 1.891 0.15
H -0.991 -0.871 -1.022 0.13
H -3.254 -3.249 -0.834 0.13
H -2.668 -1.915 -1.858 0.11
H -4.985 -1.745 0.119 0.12
H -5.179 -1.982 -1.634 0.13
H -6.269 -0.046 -2.157 0.12
H -5.491 1.518 -1.846 0.12
H -7.467 1.282 -0.375 0.11
H -6.836 -0.237 0.273 0.11
H -6.201 1.572 1.836 0.11
H -5.529 2.516 0.494 0.11
H -3.661 1.397 1.610 0.12
H -4.488 -0.167 1.549 0.11
H -1.486 1.313 0.652 0.11
H -0.267 1.448 1.925 0.13


Name the most stable of them. arrangement a.


Arrangement a

11
Properties=species:S:1:pos:R:3:lowdin_charge:R:1 method="wB97M-V/def2-TZVPD" orbital_gap_ev=10.31 homo_energy_ev=-9.9 total_charge=0 lumo_energy_ev=0.43 multiplicity=1
H 2.183 -1.747 0.118 0.07
N 1.803 -0.795 -0.046 0.09
C 0.544 -0.771 -0.118 -0.25
N -0.304 0.333 0.043 -0.23
N 0.252 1.526 0.121 0.06
C -1.683 0.202 -0.164 -0.15
O -2.193 -0.965 0.129 -0.07
H -0.108 -1.688 0.217 0.16
H 0.727 1.507 -0.718 0.05
H 1.119 1.322 0.770 0.14
H -2.342 1.077 -0.352 0.14


Arrangement b

11
Properties=species:S:1:pos:R:3:lowdin_charge:R:1 method="wB97M-V/def2-TZVPD" orbital_gap_ev=9.85 homo_energy_ev=-9.1 total_charge=0 lumo_energy_ev=0.74 multiplicity=1
H 3.013 -1.081 0.002 0.02
N 3.001 -0.106 -0.188 0.08
C 1.859 0.438 -0.031 -0.31
N 0.674 -0.250 0.283 0.00
C -0.654 0.259 0.167 -0.19
N -1.663 -0.543 -0.043 -0.02
O -2.926 0.066 -0.144 -0.09
H 1.782 1.542 -0.123 0.12
H 0.742 -1.270 -0.055 0.17
H -0.678 1.336 0.198 0.12
H -2.764 1.046 -0.050 0.09


Name the most stable of them. arrangement b.


Arrangement a

11
Properties=species:S:1:pos:R:3:lowdin_charge:R:1 method="wB97M-V/def2-TZVPD" orbital_gap_ev=8.39 homo_energy_ev=-7.8 total_charge=0 lumo_energy_ev=0.63 multiplicity=1
C -0.066 -0.356 -0.709 -0.33
N 0.571 0.893 -0.810 -0.11
N -1.490 0.283 0.140 0.11
C 1.639 -0.326 0.618 -0.23
O 0.665 -1.185 0.109 -0.02
N 1.621 0.833 0.091 0.00
H -0.843 1.231 -0.092 0.15
H -0.471 -0.854 -1.584 0.13
H -2.410 0.159 -0.281 0.09
H -1.496 0.026 1.124 0.09
H 2.279 -0.704 1.394 0.11


Arrangement b

11
Properties=species:S:1:pos:R:3:lowdin_charge:R:1 method="wB97M-V/def2-TZVPD" orbital_gap_ev=9.44 homo_energy_ev=-8.5 total_charge=0 lumo_energy_ev=0.97 multiplicity=1
N -2.081 -0.220 -0.395 0.07
N -1.000 0.169 0.476 -0.05
C 0.668 -0.364 -0.124 -0.16
C 1.704 0.156 0.524 -0.05
N -1.192 0.972 -0.703 -0.08
O -0.088 0.568 -1.410 -0.17
H -1.704 -0.982 -0.969 0.09
H -1.189 0.386 1.455 0.15
H 0.580 -1.402 -0.407 0.09
H 2.545 -0.484 0.756 0.05
H 1.759 1.202 0.796 0.05


Arrangement c

11
Properties=species:S:1:pos:R:3:lowdin_charge:R:1 method="wB97M-V/def2-TZVPD" orbital_gap_ev=10.43 homo_energy_ev=-9.6 total_charge=0 lumo_energy_ev=0.83 multiplicity=1
N -1.865 -0.357 0.035 -0.04
N -1.364 0.992 0.057 -0.02
C -0.143 0.882 -0.178 -0.27
N 0.549 -0.309 -0.292 0.04
C 1.923 -0.310 0.012 -0.36
O 2.629 0.627 0.169 0.05
H -2.893 -0.184 -0.072 0.10
H -1.874 -0.651 0.953 0.04
H 0.451 1.837 -0.404 0.15
H 0.068 -1.299 -0.219 0.18
H 2.519 -1.229 -0.062 0.13


Name the most stable of them. arrangement c.